Density functional theory data (wB97M-V/def2-TZVPD) for a gas-phase ion, C17H20IN2 (charge +1) at a distorted geometry.

Geometry as XYZ:
```
40
Properties=species:S:1:pos:R:3:lowdin_charge:R:1
C -4.059 3.025 1.303 0.104
C -2.798 2.729 1.013 -0.075
C -1.427 1.909 0.781 -0.048
C -0.361 1.695 1.952 -0.126
C -0.648 2.352 3.394 -0.072
C 0.948 0.852 1.715 -0.022
C 1.151 0.234 0.265 -0.062
C 2.438 -0.682 -0.056 -0.077
C 3.537 -1.051 1.069 -0.174
C 3.412 -2.565 1.638 -0.276
C 2.017 -3.309 1.314 -0.623
I 0.337 -2.612 2.575 0.730
C 2.708 -1.288 -1.508 0.032
N 1.715 -1.010 -2.564 0.026
C 0.496 -0.217 -2.354 0.082
C 0.152 0.449 -0.958 -0.007
C -1.172 1.313 -0.680 -0.093
N -2.102 1.465 -1.816 -0.046
C -2.981 0.260 -2.017 -0.253
C -3.396 0.266 -3.607 -0.108
H -5.110 3.291 1.717 0.077
H 0.153 2.066 4.167 0.088
H -1.714 2.042 3.699 0.096
H -0.576 3.509 3.259 0.109
H 1.708 0.674 2.578 0.106
H 3.550 -0.287 1.945 0.111
H 4.599 -0.970 0.588 0.127
H 3.534 -2.533 2.786 0.111
H 4.251 -3.198 1.173 0.115
H 1.741 -3.341 0.189 0.054
H 2.162 -4.425 1.623 0.063
H 3.669 -1.919 -1.691 0.149
H 1.928 -1.410 -3.505 0.162
H -0.245 -0.061 -3.217 0.127
H -2.750 2.259 -1.650 0.115
H -3.984 0.366 -1.437 0.126
H -2.485 -0.743 -1.754 0.120
H -2.420 0.374 -4.220 0.062
H -4.039 1.207 -3.792 0.083
H -3.938 -0.716 -3.919 0.089
```

Summary:
strongest force on any atom: 6.84 eV/A
charge: +1
SMILES: C#Cc1c(C)cc2c(CCCI)c[nH]cc-2/c1=[NH+]\CC
orbital gap: 6.509 eV
E_tot: -1066.3329 Ha